A structure of composition C15H23Cl3HfNO2P in a non-equilibrium geometry, computed with ωB97M-V/def2-TZVPD.

Last column: natural (NBO) charge in e.
Element x y z (Å)
C: 0.98583 -3.91469 0.45186  -0.12
C: 1.89597 -2.91945 0.10569  -0.20
C: 1.53700 -1.55995 0.15050  0.02
C: 0.24508 -1.18985 0.58537  -0.71
C: -0.67884 -2.21568 0.88225  0.12
C: -0.30210 -3.56455 0.85768  -0.24
C: 2.59401 -0.53177 -0.17219  -0.48
C: 2.37371 0.49850 -1.30056  -0.24
N: 0.96361 0.82742 -1.62694  -0.51
Hf: -0.34308 0.93489 0.56996  2.33
C: -2.11348 -1.85970 1.19038  -0.71
P: -2.55209 -0.25463 0.36700  0.70
H: 2.91247 -3.17703 -0.20390  0.24
H: -1.04144 -4.31803 1.13443  0.24
H: 1.27669 -4.96192 0.40829  0.25
H: -2.29880 -1.72593 2.27111  0.26
H: -2.82223 -2.61593 0.81631  0.27
H: 2.86492 0.02713 0.74313  0.25
H: 3.51168 -1.07520 -0.45342  0.26
H: 2.87167 1.43908 -1.01912  0.24
C: -4.13845 0.18499 1.10066  -0.93
C: -3.03646 -0.89410 -1.27392  -0.90
H: 2.82788 0.15030 -2.24442  0.22
C: 0.37090 -0.15291 -2.55223  -0.43
C: 0.84919 2.18622 -2.19054  -0.44
H: -1.55503 2.34634 0.76652  0.06
H: 0.95432 -0.12971 -3.48619  0.23
H: 0.40754 -1.15804 -2.11861  0.24
H: -0.67369 0.11368 -2.75792  0.21
H: 1.30274 2.19170 -3.19542  0.24
H: -0.21034 2.47462 -2.25597  0.20
H: 1.37280 2.90428 -1.54513  0.24
H: -3.93859 -1.51246 -1.16137  0.28
H: -3.25390 -0.05114 -1.94216  0.25
H: -2.24253 -1.50385 -1.72486  0.27
H: -4.85589 -0.63754 0.97368  0.28
H: -4.00665 0.40175 2.16791  0.27
H: -4.51683 1.08286 0.59713  0.27
H: -1.56346 2.28000 0.02585  0.03
Cl: 3.18236 4.48989 3.47464  0.16
C: 2.56202 3.31349 2.34345  -0.21
Cl: 2.52432 3.99654 0.67964  0.03
Cl: 3.57250 1.83866 2.36345  0.06
C: 1.09848 2.89179 2.70425  0.74
O: 0.49791 3.37574 3.62402  -0.44
O: 0.58830 1.97418 1.86969  -0.90

Forces on the atoms, in the same order (eV/Å):
C -0.2001 0.1241 0.2296
C -0.0341 0.6226 -0.1717
C 0.3393 -0.5202 0.2833
C -1.0239 0.1003 -0.0266
C 0.1569 -0.5597 -0.0168
C -0.1989 0.3711 -0.1715
C 0.7558 0.0537 0.0856
C 0.2646 0.0226 -0.4226
N -1.2868 0.4354 2.2913
Hf 6.8375 -3.0917 -2.1545
C -0.1104 0.3528 0.4864
P -2.0745 -2.9984 0.1908
H -0.3780 -0.0163 0.0682
H 0.3149 0.0722 -0.1513
H -0.0351 0.2099 0.0325
H 0.1009 -0.2002 -0.2878
H 0.1921 0.2264 0.1957
H -0.2825 -0.3096 -0.3282
H -0.2779 0.2538 0.2187
H -0.1172 -0.3463 -0.1099
C -0.0952 0.6311 0.2003
C 0.2764 0.4510 -0.6629
H -0.0284 0.0976 0.3176
C 0.0266 -0.2470 -0.1164
C 0.2364 0.1723 -0.1481
H -1.4118 2.0219 -0.0448
H -0.3008 -0.0757 0.1259
H 0.0537 0.2623 -0.1515
H 0.2399 -0.0281 -0.0772
H -0.2483 0.2727 0.2374
H 0.1661 -0.0447 -0.2520
H -0.1242 -0.2102 -0.2491
H 0.2450 0.2520 0.0994
H -0.0998 -0.2863 -0.0074
H -0.1456 0.1718 0.2219
H 0.2685 0.2074 0.0246
H -0.1486 -0.0232 -0.2008
H -0.1383 -0.1718 0.1873
H -1.5601 1.5269 -0.2460
Cl -0.2419 -0.2846 -0.3213
C -0.0336 -0.2157 0.0856
Cl -0.0431 -0.1044 0.2726
Cl -0.1422 0.3402 0.0618
C 0.1279 1.7220 1.9731
O 0.5883 -0.9541 -1.4489
O -0.4094 -0.2859 -0.1225

Charge: +2
Molar mass: 565.18 g/mol
LUMO: -9.1 eV
HOMO level: -15.26 eV

A cluster of 2 separate species, C7H17NO in total in a non-equilibrium geometry, computed with ωB97M-V/def2-TZVPD.

Last column: natural (NBO) charge in e.
Element x y z (Å)
C: 0.45447 -0.47982 -0.92047  -0.39
C: 1.93909 0.11417 -0.96682  -0.93
C: 0.78943 -2.75938 -1.64699  -0.49
C: -0.32411 -1.40686 1.69858  -0.78
C: 0.19635 -2.42917 0.70131  0.65
O: 0.21092 -3.63634 0.88830  -0.66
N: 0.73179 -1.88047 -0.43110  -0.45
H: -0.22817 -0.04901 -0.19536  0.19
H: -0.10226 -0.41033 -1.85383  0.19
H: 2.18001 -0.10420 -1.99825  0.21
H: 2.50716 -0.44987 -0.23594  0.21
H: 0.99803 -2.27022 -2.59374  0.20
H: 0.31022 -0.52319 1.75509  0.22
H: 1.94128 1.04418 -0.43959  0.21
H: 1.61792 -3.43901 -1.49229  0.21
H: -0.24964 -3.08852 -1.65364  0.20
H: -1.30098 -1.10133 1.33232  0.22
H: -0.30540 -1.84201 2.69333  0.23
C: -2.02596 2.60975 0.65361  -0.68
C: -0.81008 3.56699 0.64704  -0.72
H: -2.35467 2.47348 1.68547  0.19
H: -2.81027 3.06966 0.05402  0.19
H: -1.78672 1.60559 0.30474  0.20
H: -0.53714 3.74546 1.68811  0.19
H: -1.08555 4.51439 0.18602  0.19
H: 0.04429 3.12609 0.14007  0.21

Forces on the atoms, in the same order (eV/Å):
C 1.6527 -0.5069 2.4717
C -2.7256 -1.0125 0.7484
C 0.0124 0.2466 1.5921
C 0.5814 -0.4435 -0.0135
C 0.5794 0.6449 -0.4469
O -0.2029 -0.1051 0.2352
N -1.3118 0.6191 -2.7669
H 0.4166 0.6384 0.0468
H 0.3165 -0.5100 -0.2186
H 1.1307 0.9815 -0.0880
H 0.2573 -0.6444 -0.4016
H 0.0091 0.7512 0.3280
H 0.0435 0.1458 -0.2242
H 0.2370 1.5230 -1.0539
H -0.5276 -0.9712 -0.0453
H 0.3665 -1.2788 -0.6512
H -0.2513 0.0778 0.5050
H -0.5414 -0.1887 -0.0258
C 0.4214 0.3618 0.2408
C -0.3745 -0.4978 0.4038
H -0.3412 0.0972 -0.1003
H -0.2816 -0.4571 0.0367
H -0.0576 0.1137 -0.3202
H 0.3103 0.2238 -0.1149
H 0.2206 0.0631 -0.0335
H 0.0603 0.1280 -0.1036

Charge: -1
2S+1: 2
Molar mass: 131.22 g/mol
LUMO (alpha / beta): 3.8 / 3.8 eV
Expectation value of S²: 0.750
HOMO level (alpha / beta): 1.15 / -5.84 eV

A structure of composition C39H32N12O3RuS3, computed with ωB97M-V/def2-TZVPD.

Last column: Löwdin spin population.
Element x y z (Å)
Ru: -0.46396 1.88591 1.02105  3.20
C: -3.39664 1.80252 0.03827  0.02
C: -3.01782 3.25208 -0.15033  0.01
C: -3.87354 4.20022 -0.73829  0.00
C: -3.51262 5.51721 -0.71442  0.00
C: -2.34216 5.92040 -0.03561  0.00
C: -1.97685 7.27654 0.14305  0.02
C: -0.88284 7.57812 0.89667  0.00
C: -0.10874 6.55783 1.49910  0.03
C: -0.41538 5.23205 1.32874  0.03
S: 0.51618 3.95112 2.08374  0.31
C: -1.54097 4.91129 0.53303  0.01
N: -1.86590 3.59459 0.38640  0.08
H: -4.36977 1.58803 -0.39554  0.00
H: -4.25399 1.89568 1.89301  0.00
H: -2.67855 1.14154 -0.45732  0.01
H: -4.80034 3.87540 -1.19439  0.00
H: -4.13694 6.27022 -1.18105  0.00
H: -2.57951 8.05366 -0.31238  0.00
H: -0.60455 8.61277 1.05420  0.00
H: 0.74398 6.82097 2.11492  0.00
C: 5.46123 2.22372 1.42142  0.00
N: 4.08342 2.08234 0.96399  0.00
C: 3.01335 1.64865 1.62498  0.00
N: 1.95413 1.69240 0.83786  0.07
C: 2.46586 2.15263 -0.34229  0.01
N: 3.74870 2.41069 -0.30628  0.00
C: 6.32972 1.02985 1.09766  0.00
C: 7.57594 0.91485 1.70479  0.00
C: 8.42537 -0.12860 1.36593  0.00
C: 8.03474 -1.07276 0.42599  0.00
C: 6.78442 -0.96364 -0.16664  0.00
C: 5.93524 0.08648 0.16653  0.00
C: 6.34951 -1.95762 -1.15320  0.00
N: 7.04921 -2.79303 -1.82770  0.00
N: 6.13750 -3.51283 -2.62151  0.00
C: 4.97800 -3.03688 -2.35188  0.00
O: 5.02353 -2.04219 -1.42921  0.00
C: 3.66368 -3.44156 -2.86203  0.00
C: 3.56775 -4.26344 -3.98155  0.00
C: 2.31897 -4.65547 -4.43287  0.00
C: 1.16730 -4.23749 -3.77472  0.00
C: 1.26244 -3.42682 -2.65588  0.00
C: 0.02806 -3.04296 -1.88125  0.00
N: -0.07014 -1.59542 -1.65036  0.00
C: 0.16555 -0.91800 -0.54019  0.02
N: -0.13520 0.36049 -0.72622  0.08
C: -0.57548 0.38939 -2.02343  0.01
N: -0.55058 -0.77557 -2.61762  0.00
C: 2.51363 -3.02638 -2.20650  0.00
H: 5.44280 2.41634 2.49194  0.00
H: 5.85065 3.11121 0.92768  0.00
H: 3.02700 1.35964 2.66553  0.00
H: 1.87296 2.32547 -1.22485  0.00
H: 7.89099 1.64986 2.43917  0.00
H: 9.39525 -0.20833 1.83974  0.00
H: 8.68365 -1.89482 0.15148  0.00
H: 4.97740 0.16989 -0.33114  0.00
H: 4.47195 -4.58717 -4.48234  0.00
H: 2.23807 -5.29494 -5.30269  0.00
H: 0.19322 -4.54968 -4.13540  0.00
H: 0.02886 -3.51692 -0.90066  0.00
H: -0.88069 -3.33880 -2.39310  0.00
H: 0.55160 -1.35923 0.36534  0.00
H: -0.90327 1.28970 -2.52474  0.00
H: 2.60433 -2.40709 -1.32005  0.00
N: -8.91419 -3.51492 1.86928  0.00
C: -7.59610 -3.55809 1.49861  0.00
C: -7.22497 -3.30848 0.16457  0.00
C: -5.89953 -3.31569 -0.20420  0.00
C: -4.92087 -3.57549 0.76125  0.01
C: -5.27034 -3.82764 2.08364  0.00
C: -6.60077 -3.82869 2.44579  0.00
S: -3.25425 -3.51674 0.31533  0.05
O: -2.44066 -3.86313 1.44715  0.02
O: -3.05524 -4.14230 -0.95364  0.01
N: -3.02071 -1.85802 0.01734  0.19
C: -2.48511 -1.08333 0.79832  0.46
S: -1.72954 -1.08916 2.32060  0.18
C: -1.44091 0.63762 2.65761  0.07
C: -2.29399 1.66530 2.27604  0.00
N: -3.45428 1.45146 1.46275  0.02
H: -9.62465 -3.52174 1.16089  0.00
H: -9.18264 -3.86641 2.77008  0.00
H: -7.99549 -3.12607 -0.57753  0.00
H: -5.61166 -3.14477 -1.23543  0.00
H: -4.49776 -4.03650 2.81363  0.00
H: -6.88265 -4.04792 3.46957  0.00
H: -0.87450 0.73923 3.57103  0.01
H: -2.31881 2.52731 2.93072  0.00

Forces on the atoms, in the same order (eV/Å):
Ru 0.4353 0.7586 0.2199
C 0.0845 0.0326 0.0605
C -0.0506 -0.0404 -0.0140
C -0.0807 -0.0545 -0.0230
C 0.0051 0.0831 -0.0333
C -0.0666 0.0506 -0.0134
C -0.0903 -0.0560 -0.1006
C 0.1819 -0.0406 0.1432
C 0.0550 0.2133 0.0111
C 0.0912 -0.0510 0.0536
S -0.1313 -0.1699 -0.2264
C -0.0552 -0.2792 -0.0673
N -0.1104 -0.0393 -0.1056
H -0.0526 -0.0011 -0.0619
H -0.0239 0.0794 0.0016
H -0.0370 -0.0067 0.0130
H 0.0468 0.0164 0.0101
H -0.0042 -0.0111 0.0282
H 0.0187 -0.0431 0.0419
H 0.0217 -0.0519 -0.0019
H -0.0672 0.0298 -0.0508
C -0.0973 -0.0969 -0.1027
N 0.2768 0.1670 -0.0393
C -0.0596 0.1299 0.1841
N 0.1766 -0.4830 -0.2847
C -0.0296 0.0745 0.0856
N -0.1240 -0.1457 0.2814
C -0.0151 0.0339 0.0091
C 0.0586 -0.0040 -0.0003
C -0.0296 -0.0264 -0.0310
C 0.0937 0.0228 0.0601
C -0.0466 -0.1388 -0.1022
C -0.0628 -0.0278 -0.0559
C -0.0171 0.2151 0.1622
N -0.2161 -0.3463 -0.3221
N 0.4020 0.1790 0.2002
C -0.2609 -0.0046 -0.0042
O -0.0609 0.0209 0.0309
C 0.1474 0.0585 0.0278
C 0.0023 -0.0614 -0.0682
C 0.0353 -0.0232 -0.0172
C 0.0023 -0.0481 -0.1081
C 0.0247 0.0493 0.0673
C 0.1480 0.2217 -0.0033
N -0.2613 -0.3060 -0.3375
C 0.2259 0.0172 0.0297
N -0.3254 0.3965 -0.1847
C 0.0511 0.0622 0.0374
N 0.1651 -0.0172 0.3912
C -0.0306 0.0031 0.1002
H -0.0311 -0.0105 0.0606
H 0.0012 0.0812 -0.0033
H 0.0270 -0.0085 -0.0887
H -0.0041 -0.0363 -0.0019
H -0.0176 -0.0457 -0.0395
H -0.0305 -0.0039 -0.0162
H -0.0179 0.0397 0.0179
H 0.0433 -0.0123 0.0232
H -0.0492 0.0178 0.0251
H 0.0072 0.0359 0.0248
H 0.0491 0.0118 0.0296
H -0.0532 0.0016 0.0731
H -0.0908 -0.0490 -0.0243
H -0.0530 0.0035 -0.0224
H 0.0152 -0.0902 0.0729
H -0.0048 -0.0023 -0.0543
N 0.1662 0.0621 -0.0440
C -0.1634 -0.0368 -0.0297
C -0.0294 -0.0061 -0.0268
C 0.0722 -0.1347 0.1273
C -0.2485 0.1536 -0.0411
C -0.0124 0.0238 -0.0011
C 0.0175 -0.0180 0.0726
S -0.0750 -0.3714 -0.0281
O 0.1608 -0.0182 0.0283
O 0.1427 0.0064 -0.0702
N -0.0745 0.2183 -0.1863
C 0.1221 0.4159 0.1477
S 0.2010 -0.1592 0.1991
C -0.4384 -0.1629 -0.3084
C -0.3989 -0.4848 0.1490
N 0.0999 -0.0734 0.0307
H -0.0149 -0.0190 -0.0236
H 0.0006 -0.0361 0.0068
H 0.0656 0.0111 0.0585
H -0.0199 0.0050 0.0777
H -0.0454 0.0223 -0.0514
H 0.0163 0.0320 -0.0462
H 0.1719 0.0724 0.0358
H 0.1501 0.2236 -0.0435

Charge: +1
2S+1: 6
Molar mass: 914.04 g/mol
LUMO (alpha / beta): -2.7 / -4.0 eV
Expectation value of S²: 8.780
HOMO level (alpha / beta): -10.18 / -10.24 eV

An isolated molecule of C6H8, computed with ωB97M-V/def2-TZVPD.

Last column: natural (NBO) charge in e.
Element x y z (Å)
C: -0.69098 -1.13290 2.29163  -0.25
C: -0.36938 -0.63825 1.24003  0.00
C: 0.05553 -0.07861 -0.03139  -0.15
C: -0.07327 -1.03296 -1.21532  -0.59
C: -0.32299 1.34064 -0.36517  -0.39
C: 1.06899 1.05533 0.08907  -0.39
H: -1.00170 -1.56233 3.21920  0.24
H: 0.70183 -0.87963 -1.97180  0.21
H: -1.04415 -0.85031 -1.69189  0.21
H: -0.05721 -2.07544 -0.89230  0.22
H: -1.02596 1.87025 0.26424  0.22
H: -0.44323 1.49629 -1.43501  0.21
H: 1.89285 1.15398 -0.61376  0.22
H: 1.30966 1.33394 1.11248  0.23

Forces on the atoms, in the same order (eV/Å):
C 0.0401 0.2020 -0.3847
C -0.2042 -0.1082 0.3496
C -0.1759 -0.0535 0.0451
C 0.0560 -0.0788 -0.0478
C -0.1587 0.2165 -0.0279
C 0.1501 -0.0801 0.0459
H 0.0908 0.0860 -0.1891
H -0.0208 0.0337 0.1494
H 0.1789 -0.1594 0.0501
H 0.1690 0.0990 -0.0474
H 0.1517 0.0398 0.0417
H -0.0959 0.0837 0.2131
H -0.2129 -0.1775 0.0362
H 0.0317 -0.1032 -0.2341

Molar mass: 80.13 g/mol
LUMO: 1.1 eV
HOMO level: -9.27 eV

A cluster of 2 separate species, C11H15N in total, computed with ωB97M-V/def2-TZVPD.

Last column: natural (NBO) charge in e.
Element x y z (Å)
C: -2.16568 -2.08930 -0.86236  -0.63
C: -0.74448 -1.70742 -0.65252  -0.08
C: 0.20858 -2.39598 0.02032  -0.03
N: 1.39939 -1.70034 -0.01141  -0.55
C: 1.23667 -0.56812 -0.76446  0.21
C: 2.11745 0.45155 -1.09040  -0.27
C: 1.67184 1.49470 -1.87445  -0.21
C: 0.33927 1.54974 -2.30590  -0.24
C: -0.53477 0.53651 -1.96889  -0.18
C: -0.10190 -0.54855 -1.21524  -0.12
H: -2.37986 -3.11511 -0.56984  0.22
H: -2.41430 -2.03745 -1.92774  0.21
H: -2.89427 -1.43492 -0.37257  0.22
H: 0.13682 -3.33478 0.54426  0.21
H: 2.26462 -1.97371 0.41458  0.41
H: 3.10996 0.53117 -0.65434  0.21
H: 2.31919 2.32132 -2.12789  0.21
H: -0.00044 2.38017 -2.90732  0.21
H: -1.53890 0.55695 -2.38217  0.21
C: -0.22655 0.89504 1.99700  -0.61
C: -0.30619 1.89644 3.13725  -0.60
H: 0.78147 0.83120 1.59202  0.20
H: -0.41328 -0.09338 2.42935  0.20
H: -0.93031 1.07669 1.19175  0.21
H: 0.33350 1.58388 3.96595  0.20
H: -1.31506 1.99863 3.53096  0.20
H: 0.04720 2.89508 2.86409  0.20

Forces on the atoms, in the same order (eV/Å):
C -0.4849 -0.0907 -0.5465
C -0.2690 -0.0807 -0.4002
C 0.1054 0.0995 0.2888
N 0.3338 0.0410 -0.0362
C -0.4079 -0.0089 -0.2753
C 0.6577 0.5417 0.3064
C -0.4482 0.1710 0.0761
C 0.1219 -0.3419 0.0571
C -0.4556 0.0985 -0.6966
C 0.3929 0.0059 0.6277
H 0.0955 -0.0330 0.2215
H 0.0555 0.0186 0.0024
H 0.2497 0.0111 0.1669
H -0.0273 0.0066 0.0428
H -0.0497 -0.1258 0.0309
H 0.0035 -0.3471 -0.1691
H 0.2105 -0.0490 0.0672
H -0.0119 0.0287 -0.0449
H -0.0554 0.0276 0.2579
C 0.2306 -0.4637 0.6503
C 0.3022 0.4132 0.1157
H 0.0146 0.2045 -0.1825
H -0.2249 -0.0453 -0.3129
H -0.0388 0.0711 -0.0843
H -0.0510 -0.0722 0.0008
H -0.1091 -0.0187 -0.0159
H -0.1399 -0.0618 -0.1480

Molar mass: 161.25 g/mol
LUMO: 0.9 eV
HOMO level: -7.85 eV

A cluster of 2 separate species, CH3N4 in total in a non-equilibrium geometry, computed with ωB97M-V/def2-TZVPD.

Last column: natural (NBO) charge in e.
Element x y z (Å)
C: 0.58083 -0.71039 0.42069  0.77
N: -2.61816 3.06018 -1.57064  0.06
N: -1.86486 2.55235 -0.94269  -0.06
N: 0.46379 0.42813 0.54569  -0.44
N: 0.81352 -1.94266 0.34459  -0.77
H: 0.84581 1.32425 0.60192  0.49
H: 0.12804 -2.43661 -0.20068  0.47
H: 1.65102 -2.27525 0.80112  0.48

Forces on the atoms, in the same order (eV/Å):
C 0.5095 2.5861 0.3283
N 1.5810 -1.0633 1.3364
N -1.5457 1.0440 -1.3232
N -0.2740 -1.8433 0.3652
N -0.5733 -0.6688 -0.2904
H 0.0988 1.8226 -0.2425
H 0.2788 -1.1612 -0.1209
H -0.0750 -0.7163 -0.0529

Charge: +1
Molar mass: 71.06 g/mol
LUMO: -5.0 eV
HOMO level: -17.60 eV